DFT (wB97M-V/def2-TZVPD) results for a molecular structure, C28H43BrN2P2PdS in a non-equilibrium geometry.

Charge: +2
Kohn-Sham gap (alpha / beta) (eV): 6.7003 / 3.7217
Multiplicity: 3
ΔE to the lowest compared entry with this formula, charge and spin (kcal/mol): 7.66

```
78
Properties=species:S:1:pos:R:3:lowdin_charge:R:1
N -5.8211 3.9737 -5.2541 0.07
C -5.7702 4.3715 -3.9793 -0.12
C -5.0687 3.6601 -3.0026 0.00
C -4.3099 2.5098 -3.3789 -0.21
C -4.3825 2.1096 -4.7490 0.01
C -5.1644 2.8754 -5.6326 -0.12
C -3.4026 1.9160 -2.4497 -0.05
Pd -2.0536 0.0095 -1.3689 0.64
P 4.1268 -0.8000 -0.8204 1.21
C -2.1566 1.3265 -2.8580 -0.29
C -0.8607 2.0291 -2.5280 -0.24
C 0.2528 1.8473 -3.3762 -0.03
C 1.3897 2.6366 -3.2061 -0.12
C 1.4855 3.4723 -2.0693 -0.73
C 0.4371 3.5504 -1.1376 -0.10
C -0.7644 2.8830 -1.4105 -0.04
Br 3.0386 4.4376 -1.7886 0.83
H -3.6108 2.0347 -1.3830 0.10
H -2.1309 0.7785 -3.8072 0.09
H -5.0620 4.0355 -1.9791 0.11
H -3.8362 1.2276 -5.0905 0.11
H -6.3107 5.2909 -3.7376 0.12
H -5.2332 2.5727 -6.6844 0.12
H 0.2147 1.0771 -4.1656 0.11
H -1.6239 3.0018 -0.7513 0.11
H 2.2134 2.6053 -3.9243 0.11
H 0.5624 4.1572 -0.2328 0.11
P -1.5166 -2.0960 -1.7341 0.84
C 4.6457 0.9501 -0.6914 -0.37
C 5.9870 1.3645 -1.3036 -0.11
H 4.6592 1.1562 0.3884 0.10
H 3.8034 1.4988 -1.1462 0.07
H 6.0717 2.4575 -1.2328 0.08
H 6.8469 0.9329 -0.7783 0.09
H 6.0907 1.0998 -2.3610 0.08
C 3.6506 -0.8831 -2.5702 -0.35
C 4.6283 -1.8004 -3.3224 -0.13
H 3.7097 0.1483 -2.9496 0.09
H 2.6146 -1.2336 -2.6567 0.06
H 4.3041 -1.9178 -4.3613 0.09
H 5.6454 -1.3852 -3.3319 0.08
H 4.6786 -2.7918 -2.8525 0.08
C 2.7697 -0.9789 0.3881 -0.37
C 3.4115 -1.6099 1.6288 -0.14
H 1.9691 -1.6132 -0.0202 0.07
H 2.3544 0.0165 0.5962 0.08
H 2.7075 -2.2392 2.1808 0.09
H 4.2538 -2.2427 1.3269 0.07
H 3.8010 -0.8398 2.3009 0.09
C -1.1612 -2.8484 -0.1192 -0.38
C -1.8498 -4.1735 0.2380 -0.12
H -1.4391 -2.0773 0.6156 0.05
H -0.0614 -2.9617 -0.0797 0.07
H -2.8722 -4.0107 0.6073 0.08
H -1.8737 -4.8897 -0.5958 0.08
H -1.2846 -4.6292 1.0611 0.08
C 0.0445 -2.2679 -2.6911 -0.40
C -0.1172 -2.0523 -4.1850 -0.13
H 0.4691 -3.2603 -2.4634 0.10
H 0.7265 -1.5181 -2.2596 0.04
H -0.9493 -2.6353 -4.5945 0.07
H -0.2807 -0.9967 -4.4330 0.05
H 0.7984 -2.3626 -4.6977 0.08
C -2.9050 -2.9738 -2.4959 -0.39
C -4.2450 -2.6718 -1.8224 -0.14
H -2.6774 -4.0459 -2.4730 0.09
H -2.9350 -2.6630 -3.5503 0.08
H -5.0532 -2.8227 -2.5509 0.09
H -4.4482 -3.3338 -0.9724 0.07
H -4.3023 -1.6300 -1.4715 0.04
S -2.1948 0.9978 3.1378 1.07
C -0.6107 0.4011 2.6445 -0.33
C -0.5579 0.2279 1.2818 -0.25
N -1.7875 0.4406 0.6744 -0.20
C -2.7301 0.9352 1.4957 -0.41
H 0.2044 0.1975 3.3268 0.08
H 0.2937 -0.0835 0.6722 0.08
H -3.7106 1.2382 1.1321 0.09
```